1.
Below is a 2-piece molecular cluster, C4H8O3 overall, with properties calculated with the ωB97M-V functional and the def2-TZVPD basis.

Results
SMILES: C[C@@H](O)C=O.C=O
LUMO level in eV: 0.764
HOMO level in Ha: -0.3764

Structure (ORCA input):
```
! RIJCOSX wB97M-V def2-TZVPD def2/J DEFGRID3
* xyz 0 1
H 1.91705 -0.25934 2.65850
C 2.07788 -0.28882 1.56558
H -0.14448 1.10391 0.45356
C -0.56712 0.25161 -0.09174
C -1.86865 0.68473 -0.76867
O 2.14398 0.72138 0.90609
H -2.60148 0.94677 -0.00113
H -0.45232 -1.60322 0.34056
H 0.82079 0.60431 -1.82789
O -0.75491 -0.80750 0.81314
H 2.17835 -1.29029 1.10864
O 0.79377 -1.32949 -1.23368
C 0.44516 -0.17187 -1.13726
H -2.28280 -0.12392 -1.38005
H -1.70523 1.56174 -1.40563
*
```

2.
Below is a 3-piece molecular cluster, C4H8O3 overall, with properties calculated with the ωB97M-V functional and the def2-TZVPD basis.

Results
LUMO level in eV: -4.491
HOMO level in Ha: -0.2934

Structure (ORCA input):
```
! RIJCOSX wB97M-V def2-TZVPD def2/J DEFGRID3
* xyz 0 1
O -1.03508 -1.20637 -1.00121
H 2.08178 -0.54808 -0.07252
H 0.48269 -0.71069 1.54944
H -2.68952 -1.06360 -2.12967
O 1.74336 -1.43397 -0.22747
O 1.91657 1.12099 0.57131
C 0.41987 0.21837 2.10129
H 0.78013 2.32524 1.70641
C 1.03721 1.29311 1.42192
C -2.22974 0.79866 -1.22603
H 0.93072 -1.25359 -0.70650
C -2.00989 -0.56724 -1.42020
H -1.52123 1.49477 -0.81097
H -3.12430 1.19523 -1.67571
H -0.42930 0.30821 2.76552
*
```

3.
Below is the molecule C4H8O3, with properties calculated with the ωB97M-V functional and the def2-TZVPD basis.

Results
SMILES: C[C@H](O)CC(=O)O
LUMO level in eV: 0.614
HOMO level in Ha: -0.3836

Structure (ORCA input):
```
! RIJCOSX wB97M-V def2-TZVPD def2/J DEFGRID3
* xyz 0 1
H 3.06512 1.13192 0.06727
H -2.65929 0.16921 1.01950
O -1.02984 1.03201 -0.91933
O 2.37731 -0.29693 -1.59188
C 1.75193 -0.04287 -0.60449
H -2.24337 -1.04584 -0.09228
H 0.07904 -1.16945 -1.05168
H -0.41045 1.75626 -1.05571
H -0.25140 0.94909 1.01926
C -0.64153 0.31232 0.23403
C -1.83387 -0.48164 0.75062
H 0.67233 -1.44447 0.59980
O 2.12990 0.95873 0.24603
C 0.47303 -0.69245 -0.16259
H -1.47890 -1.13589 1.54145
*
```

4.
Below is the molecule C4H8O3, with properties calculated with the ωB97M-V functional and the def2-TZVPD basis.

Results
SMILES: C=C(OC)OOC
LUMO level in eV: 0.937
HOMO level in Ha: -0.3164

Structure (ORCA input):
```
! RIJCOSX wB97M-V def2-TZVPD def2/J DEFGRID3
* xyz 0 1
H -2.97140 -1.24828 0.67084
C 1.24266 -1.16111 1.19980
H 0.63522 0.46774 -2.02719
C -2.17676 -0.54128 0.42855
C 1.14363 1.32320 -1.57039
H 0.56632 2.23491 -1.75777
O 1.34957 1.11481 -0.18441
H 1.14444 -2.14554 1.63720
O -1.09168 -0.88122 1.28592
H 2.14849 1.42986 -1.98898
O 0.07792 0.78171 0.35407
C 0.14148 -0.46482 0.93863
H 2.22201 -0.74290 1.02244
H -2.52439 0.47895 0.61973
H -1.90752 -0.64604 -0.62843
*
```

5.
Below is the molecule C4H8O3, with properties calculated with the ωB97M-V functional and the def2-TZVPD basis.

Results
SMILES: CO/C(C)=C/OO
LUMO level in eV: 0.923
HOMO level in Ha: -0.3373

Structure (ORCA input):
```
! RIJCOSX wB97M-V def2-TZVPD def2/J DEFGRID3
* xyz 0 1
C -0.05368 -1.88015 -0.15185
O -2.76711 0.64924 -0.57069
H -3.67707 0.38616 -0.38084
H 1.71319 2.02942 0.64854
H 3.06664 1.15298 -0.11066
C 0.08992 -0.43219 0.08559
H 1.59555 1.49246 -1.05016
H 0.09396 -2.09541 -1.20882
C 1.97989 1.23421 -0.05674
H -1.02295 -2.25435 0.16619
C -0.62463 0.53112 0.59466
H -0.55270 1.59910 0.70658
H 0.70664 -2.44185 0.39134
O -2.05371 0.04008 0.54046
O 1.50605 -0.01082 0.39641
*
```

6.
Below is the molecule C4H8O3S, with properties calculated with the ωB97M-V functional and the def2-TZVPD basis.

Results
LUMO level in eV: -0.254
HOMO level in Ha: -0.3566

Structure (ORCA input):
```
! RIJCOSX wB97M-V def2-TZVPD def2/J DEFGRID3
* xyz 0 1
S 0.14069 0.29037 -0.60311
C 1.72436 -2.01972 -0.34425
O 0.54194 -1.66436 -0.18729
H -0.99485 -0.46723 1.31420
H 3.45834 -0.97830 -0.92447
C -2.36008 1.05205 0.03630
O 2.50886 -0.89806 -1.18167
C 0.82671 1.42511 0.33742
C -1.41853 -0.11352 0.31374
O 2.37089 -2.89873 0.07550
H 0.70785 1.72208 1.33991
H -2.80654 1.34823 0.95577
H -3.04922 0.76289 -0.78458
H -1.70082 1.76190 -0.30265
H 1.78717 1.77621 0.07176
H -1.73677 -1.09891 -0.11656
*
```

7.
Below is a 2-piece molecular cluster, C4H8O3Si overall, with properties calculated with the ωB97M-V functional and the def2-TZVPD basis.

Results
SMILES: C=C[Si](=O)O.CC=O
LUMO level in eV: 0.526
HOMO level in Ha: -0.3660

Structure (ORCA input):
```
! RIJCOSX wB97M-V def2-TZVPD def2/J DEFGRID3
* xyz 0 1
C 2.45634 0.19322 0.79472
H 0.89746 0.80893 -2.40763
H 4.42748 0.85163 1.29436
O 1.24889 0.80275 -1.56192
O -1.69494 1.13040 0.12685
H -3.31654 -0.91831 1.36070
C 3.75012 0.45159 0.56589
H 2.11756 0.36347 1.86864
H 4.03186 0.15885 -0.43270
H -3.95165 -1.20658 -0.18134
O 0.44694 -1.61301 -0.37075
C -3.12120 -0.89082 0.37963
C -2.73901 0.53312 -0.15917
H -3.40023 1.16801 -0.85553
H -2.29803 -1.51456 0.00754
Si 1.14496 -0.31868 -0.42930
*
```

8.
Below is C4H8O4 as an isolated structure, with properties calculated with the ωB97M-V functional and the def2-TZVPD basis.

Results
LUMO level (spin up / spin down) in eV: 0.475 / 0.475
HOMO level (spin up / spin down) in Ha: -0.2924 / -0.2924

Structure (ORCA input):
```
! RIJCOSX wB97M-V def2-TZVPD def2/J DEFGRID3
* xyz 0 1
H -1.45346 0.62349 -0.58676
C -0.36845 -0.93975 0.36288
O -1.97619 -1.77402 -0.19458
C 0.94443 1.01466 -0.02852
H 1.17390 2.86559 -0.56316
H -1.73722 -2.29809 -0.97838
O 1.36102 1.26314 1.27479
H 0.94341 -0.97207 1.98644
H 0.58917 1.56196 1.77804
C -0.65021 -0.09558 -0.69186
C 0.11641 -1.44037 1.46518
H -0.34348 -2.32449 1.89040
O -0.28388 -0.47885 -1.94857
H 1.78109 0.58397 -0.58273
O 0.46751 2.20056 -0.61545
H -0.56405 0.20986 -2.56770
*
```

9.
Below is a 2-piece molecular cluster, C4H8OS overall, with properties calculated with the ωB97M-V functional and the def2-TZVPD basis.

Results
SMILES: C/C=C/S.C=O
LUMO level in eV: 0.545
HOMO level in Ha: -0.3091

Structure (ORCA input):
```
! RIJCOSX wB97M-V def2-TZVPD def2/J DEFGRID3
* xyz 0 1
C -0.67735 2.43662 -0.34788
C 1.96517 -2.45025 0.84031
H -0.44079 -1.60605 0.61085
H 0.26057 0.67022 0.71995
H 1.82437 -2.30295 1.96700
H -1.67279 0.40793 -1.65716
O 2.37494 -3.32426 0.11896
H -1.30509 2.57865 -1.27750
C -1.03566 0.06212 -0.93814
C -0.44011 0.96419 -0.17518
H 1.43769 -1.60971 0.34748
H -1.34111 2.73414 0.47025
H 0.22347 3.02520 -0.19380
S -1.17332 -1.58586 -0.48515
*
```

10.
Below is the molecule C4H8OS, with properties calculated with the ωB97M-V functional and the def2-TZVPD basis.

Results
SMILES: C[C@H]1C[C@@H](O)S1
LUMO level in eV: 0.347
HOMO level in Ha: -0.3101

Structure (ORCA input):
```
! RIJCOSX wB97M-V def2-TZVPD def2/J DEFGRID3
* xyz 0 1
O 1.51676 0.18589 1.79823
H -2.25553 -0.19390 0.48593
C -0.51927 -0.32487 -0.78533
C 0.51490 0.69125 -0.25092
C -1.90684 0.01852 -0.47995
H 1.99013 -0.24249 2.54238
H -2.50866 -0.60101 -1.32592
S 0.57718 -1.88179 0.40511
H 2.37326 -0.46452 -0.00735
H -2.11563 1.07761 -0.50144
H 1.06412 1.13403 -1.05571
C 1.49360 -0.20257 0.51080
H -0.36676 -0.66228 -1.80334
H 0.14274 1.46613 0.46752
*
```

11.
Below is the molecule C4H8OS, with properties calculated with the ωB97M-V functional and the def2-TZVPD basis.

Results
LUMO level in eV: 0.809
HOMO level in Ha: -0.3243

Structure (ORCA input):
```
! RIJCOSX wB97M-V def2-TZVPD def2/J DEFGRID3
* xyz 0 1
C -0.73963 -0.57298 -1.17324
H -0.58259 2.06112 0.05868
H 1.10723 1.79360 -0.45923
C 0.12455 0.02403 0.02137
H -0.69987 -1.66169 -1.48345
H 0.75219 1.47232 1.10870
H -1.15159 -0.04756 -1.99793
C 1.10054 -1.00007 0.60905
C 0.31864 1.47112 0.20657
S -1.72824 -0.49226 0.38396
H 0.74296 -2.01642 0.73823
H 2.05582 -1.12550 0.10241
O -2.65140 0.65873 0.23827
H 1.35139 -0.56443 1.64660
*
```

12.
Below is C4H8OS as an isolated structure, with properties calculated with the ωB97M-V functional and the def2-TZVPD basis.

Results
LUMO level in eV: 0.318
HOMO level in Ha: -0.3244

Structure (ORCA input):
```
! RIJCOSX wB97M-V def2-TZVPD def2/J DEFGRID3
* xyz 0 1
H 0.84082 1.52763 -1.37022
H 0.24967 0.00858 1.19050
C 1.22334 -1.32389 -0.23139
C 0.65436 1.36427 -0.25620
H 2.13595 -1.28486 0.70642
H -2.09765 -0.02106 1.48483
C -2.17467 -0.17562 0.33353
H 1.78004 -0.99552 -1.23927
H 0.46526 -2.41001 -0.43374
H -0.15631 2.00783 0.17483
C 0.20121 -0.03695 0.07360
H 1.63575 1.61859 0.27662
O -1.07056 -0.16115 -0.43407
S -3.68721 -0.11785 -0.27545
*
```

13.
Below is C4H8OS as an isolated structure, with properties calculated with the ωB97M-V functional and the def2-TZVPD basis.

Results
LUMO level in eV: 0.916
HOMO level in Ha: -0.3396

Structure (ORCA input):
```
! RIJCOSX wB97M-V def2-TZVPD def2/J DEFGRID3
* xyz 0 1
H 2.44785 -0.70036 0.36418
C 0.67686 0.72688 0.03908
C -1.66697 -0.27427 0.87613
H -2.11850 -1.28005 0.79590
O 0.46311 -1.33076 0.28016
C 1.48932 -0.54390 -0.16133
H 0.83198 1.10350 1.03928
C -0.46527 -0.28710 -0.07555
H -0.66554 -0.34234 -1.16281
H 1.74173 -0.66808 -1.22307
H 0.38222 1.24879 -2.16813
H -2.47029 0.45745 0.62103
H -1.35368 -0.21394 1.90133
S 0.70718 2.10417 -1.12620
*
```

14.
Below is the molecule C4H8OS, with properties calculated with the ωB97M-V functional and the def2-TZVPD basis.

Results
SMILES: C=CSCCO
LUMO level in eV: 0.899
HOMO level in Ha: -0.3143

Structure (ORCA input):
```
! RIJCOSX wB97M-V def2-TZVPD def2/J DEFGRID3
* xyz 0 1
H 2.84068 -0.74877 0.85732
C 2.09108 -0.25358 0.21806
O -2.70547 0.35115 -0.00054
H -1.54025 -0.29037 -1.46660
H -2.06798 -1.63783 -0.34178
H -0.73077 -0.37364 1.45966
S 0.79752 -1.34348 -0.15548
H -0.33943 0.77641 0.30543
C 2.16235 0.98737 -0.30142
H -2.75054 0.46235 0.93062
H 2.93157 1.71606 -0.19302
C -1.74573 -0.57547 -0.47956
C -0.55932 -0.24401 0.36208
H 1.61629 1.17381 -1.19477
*
```

15.
Below is the molecule C4H8OS, with properties calculated with the ωB97M-V functional and the def2-TZVPD basis.

Results
SMILES: C[C@H]1C[C@@H](O)S1
LUMO level in eV: 0.512
HOMO level in Ha: -0.3226

Structure (ORCA input):
```
! RIJCOSX wB97M-V def2-TZVPD def2/J DEFGRID3
* xyz 0 1
C -0.64616 -0.35248 1.37929
C -0.01344 0.54568 -0.59616
H 1.85164 0.63520 -1.38989
H -1.66598 0.13469 1.48818
C -0.44742 -0.79178 -0.04470
H 0.78608 1.80930 -2.04008
H -0.76350 1.26886 -0.53751
H 0.46576 0.12357 -2.68193
C 0.86191 0.76231 -1.75034
H -1.33833 -1.32838 -0.47083
O -0.37537 -1.31196 2.33136
H 0.50551 -1.59389 -0.04654
H 0.07401 -0.83518 3.07294
S 0.70529 0.93406 1.28619
*
```

16.
Below is the molecule C4H8OS, with properties calculated with the ωB97M-V functional and the def2-TZVPD basis.

Results
SMILES: CC[C@H](S)C=O
LUMO level in eV: 0.643
HOMO level in Ha: -0.3344

Structure (ORCA input):
```
! RIJCOSX wB97M-V def2-TZVPD def2/J DEFGRID3
* xyz 0 1
H 2.44713 0.67236 -0.19190
O -0.36265 1.97704 -0.40251
C 0.20119 1.23805 0.38784
H 1.01653 1.59775 1.02193
H 3.17095 -0.91015 -0.68691
H 2.60614 -0.58204 0.99426
H 0.02012 -0.61389 1.50554
S -1.69234 -0.73891 -0.01449
C 2.37390 -0.40121 -0.03486
H -1.97820 0.47887 -0.43050
H 0.76170 -0.82985 -1.40442
C -0.05634 -0.19077 0.45502
C 0.98940 -0.94308 -0.35399
H 0.88531 -2.02476 -0.08020
*
```

17.
Below is the molecule C4H8OS, with properties calculated with the ωB97M-V functional and the def2-TZVPD basis.

Results
SMILES: CO/C=C/SC
LUMO level in eV: 1.014
HOMO level in Ha: -0.3062

Structure (ORCA input):
```
! RIJCOSX wB97M-V def2-TZVPD def2/J DEFGRID3
* xyz 0 1
H -0.53021 -0.47072 -1.22945
H 2.96300 0.86727 1.37112
C 2.95706 0.26881 0.44163
H 0.16447 1.57952 0.95100
C -2.77626 -0.83263 -0.24378
H -2.40927 -1.82315 0.04622
C -0.67562 0.18081 -0.36669
H -2.87696 -0.81494 -1.32374
S 1.84671 1.03787 -0.77422
H -3.76289 -0.62756 0.18508
H 2.70511 -0.77146 0.62694
H 3.98918 0.26490 0.01608
C 0.32020 0.94398 0.08753
O -1.91453 0.19728 0.21230
*
```

Q: Which energy above the lowest of the compared OMol25 structures with the same formula, charge and spin values were calculated for the entries above? A: 203.2; 719.7; 49.2; 482.9; 603.2; 295.3; 0.0; 678.6; 248.8; 237.1; 208.3; 300.0; 136.8; 188.2; 177.8; 82.1; 122.4, in kJ/mol.
Q: Which F_max values were calculated for the entries above? A: 0.6; 2.3; 1.2; 0.3; 6.7; 4.5; 5.7; 5.3; 3.3; 4.2; 5.0; 4.6; 3.4; 3.2; 3.5; 3.5; 0.9, in eV Å⁻¹.
Q: Which calculated total energy values were calculated for the entries above? A: -10418.8972; -10413.5442; -10420.4936; -10415.9990; -10414.7517; -21252.6572; -18297.4929; -12462.1260; -17157.8718; -17157.9928; -17158.2917; -17157.3408; -17159.0322; -17158.4998; -17158.6071; -17159.5989; -17159.1816, in eV.